[1]
C20H31IrO2 | the ωB97M-V functional and the def2-TZVPD basis

Properties
2S+1	5
LUMO (spin up / spin down)	0.66 / -1.21	eV
HOMO level (spin up / spin down)	-4.873 / -8.930	eV

Atoms and positions in Å:
O1 0.2779 0.0565 -3.4725
C1 0.2676 1.3436 -4.1469
C2 0.2129 0.7473 -5.5509
H1 1.1846 1.8975 -3.9060
H2 -0.6260 1.9305 -3.8978
C3 0.2790 -0.5994 -4.7787
H3 1.0766 0.9525 -6.1914
H4 -0.7430 0.9079 -6.0598
C4 1.5662 -1.3593 -5.0538
H5 2.4411 -0.7195 -4.8838
H6 1.5737 -1.7108 -6.0987
H7 1.6367 -2.2334 -4.3980
C5 -0.9554 -1.4626 -4.9629
H8 -1.8551 -0.8908 -4.7058
H9 -0.8913 -2.3360 -4.3022
H10 -1.0211 -1.8090 -6.0062
Ir1 -0.2624 -0.4507 3.3047
C6 -2.1122 -0.7173 4.6218
C7 -2.0265 0.6999 4.7231
C8 -2.0866 1.2496 3.4189
H11 -1.8999 1.2462 5.6554
C9 -2.1637 0.1708 2.4689
C10 -2.2540 -1.0564 3.2196
H12 -2.4616 -2.0323 2.7938
H13 -2.1468 -1.4289 5.4398
H14 -2.0496 2.3015 3.1531
H15 -2.2927 0.2203 1.3950
C11 0.8608 -1.8273 4.7309
C12 0.0417 -2.5640 3.8107
C13 0.4734 -2.2649 2.4741
H16 -0.7967 -3.2033 4.0689
C14 1.6132 -1.3874 2.5780
C15 1.8650 -1.1585 3.9715
H17 2.6185 -0.4928 4.3825
H18 0.6968 -1.7616 5.8041
H19 0.0267 -2.6199 1.5520
H20 2.1233 -0.9681 1.7233
O2 1.7674 0.8700 -1.0702
C16 0.6401 0.0130 -0.8505
C17 -0.6296 0.8766 -0.7402
H21 0.8102 -0.5534 0.0864
H22 0.5543 -0.6953 -1.6791
C18 -0.1848 2.3287 -1.0333
H23 -0.9433 0.8276 0.3128
H24 -1.4474 0.5253 -1.3832
C19 1.3321 2.2310 -0.8126
H25 -0.6496 3.0552 -0.3598
H26 -0.4538 2.6016 -2.0737
H27 1.5322 2.4399 0.2616
H28 1.9221 2.9374 -1.4202
C20 0.7310 1.2290 3.4280
H29 1.0774 1.3048 4.4694
H30 0.1397 2.1200 3.2159
H31 1.6112 1.2187 2.7739

From a natural (NBO) analysis of the wavefunction, the atomic charges in e read: number 1, O, carries -0.5607; number 2, C, carries -0.0574; number 3, C, carries -0.4650; number 4, H, carries 0.1863; number 5, H, carries 0.1730; number 6, C, carries 0.2784; number 7, H, carries 0.2122; number 8, H, carries 0.2082; number 9, C, carries -0.6290; number 10, H, carries 0.2192; number 11, H, carries 0.2120; number 12, H, carries 0.2142; number 13, C, carries -0.6265; number 14, H, carries 0.2142; number 15, H, carries 0.2133; number 16, H, carries 0.2132; number 17, Ir, carries 0.9687; number 18, C, carries -0.3056; number 19, C, carries -0.2589; number 20, C, carries -0.2425; number 21, H, carries 0.2355; number 22, C, carries -0.3267; number 23, C, carries -0.3550; number 24, H, carries 0.2422; number 25, H, carries 0.2380; number 26, H, carries 0.2303; number 27, H, carries 0.2464; number 28, C, carries -0.3136; number 29, C, carries -0.2992; number 30, C, carries -0.3429; number 31, H, carries 0.2392; number 32, C, carries -0.2772; number 33, C, carries -0.2717; number 34, H, carries 0.2419; number 35, H, carries 0.2452; number 36, H, carries 0.2474; number 37, H, carries 0.2536; number 38, O, carries -0.5397; number 39, C, carries -0.0740; number 40, C, carries -0.4439; number 41, H, carries 0.1498; number 42, H, carries 0.2160; number 43, C, carries -0.4325; number 44, H, carries 0.2069; number 45, H, carries 0.2193; number 46, C, carries -0.0746; number 47, H, carries 0.2149; number 48, H, carries 0.2005; number 49, H, carries 0.1661; number 50, H, carries 0.1884; number 51, C, carries -1.0311; number 52, H, carries 0.2239; number 53, H, carries 0.2019; number 54, H, carries 0.2076


[2]
C20H31MgN7OSSe3Te | the ωB97M-V functional and the def2-TZVPD basis

Properties
2S+1	1
LUMO	-0.49	eV
HOMO level	-5.531	eV

Atoms and positions in Å:
Mg1 0.0200 -0.2192 -1.2255
N1 -0.7628 -1.2415 2.7104
C1 0.2616 -0.4112 3.1496
C2 0.7222 -0.1055 4.4271
C3 1.7702 0.7884 4.4934
C4 2.3307 1.3590 3.3345
C5 1.8659 1.0482 2.0756
C6 0.8153 0.1326 1.9947
N2 0.1480 -0.3754 0.8802
C7 -0.7769 -1.1655 1.3613
C8 -1.7453 -1.8502 0.4883
C9 -2.8106 -2.6125 0.8230
S1 -3.6261 -3.1160 -0.5828
C10 -2.4983 -2.2852 -1.5421
N3 -1.5689 -1.6688 -0.8754
H1 -1.3819 -1.7840 3.2850
H2 0.2838 -0.5367 5.3175
H3 2.1628 1.0682 5.4623
H4 3.1313 2.0791 3.4365
H5 2.2671 1.5131 1.1864
H6 -3.1655 -2.8888 1.8026
H7 -2.5575 -2.2737 -2.6215
Se1 1.1728 0.1396 -3.5662
Se2 2.3597 1.1529 -1.7632
Te1 1.6749 3.6148 -1.5591
Se3 0.0554 3.8087 0.2947
C11 4.2293 -2.9373 1.0702
C12 3.2897 -3.2578 -0.0863
C13 4.0685 -3.2714 -1.4032
C14 2.6212 -4.6082 0.1462
N4 2.2529 -2.2039 -0.0417
N5 1.4072 -2.1178 -1.1968
H8 4.9427 -3.7483 1.2235
H9 3.6593 -2.7936 1.9906
H10 4.7950 -2.0235 0.8704
H11 4.9052 -3.9702 -1.3415
H12 4.4722 -2.2804 -1.6267
H13 3.4456 -3.5838 -2.2431
H14 3.3710 -5.3958 0.2374
H15 1.9670 -4.8828 -0.6864
H16 2.0269 -4.5816 1.0616
H17 2.7051 -1.2965 0.0326
H18 0.8940 -2.9908 -1.2552
H19 1.9378 -2.0075 -2.0616
C15 -2.6357 1.9123 1.0795
N6 -2.8959 2.4894 -0.2213
C16 -3.7158 3.6908 -0.1843
C17 -4.1655 4.0695 -1.5726
C18 -2.9369 4.1505 -2.4481
N7 -2.2177 2.8860 -2.4146
C19 -1.3502 2.6128 -3.5517
C20 -2.1078 2.1627 -1.2843
O1 -1.3304 1.1882 -1.2182
H20 -3.4845 1.3038 1.4109
H21 -2.4690 2.7149 1.8022
H22 -1.7285 1.3249 1.0442
H23 -3.1290 4.5038 0.2614
H24 -4.5673 3.4962 0.4712
H25 -4.6921 5.0235 -1.5548
H26 -4.8444 3.3084 -1.9660
H27 -2.2764 4.9582 -2.1129
H28 -3.2033 4.3472 -3.4864
H29 -1.9324 2.7478 -4.4652
H30 -0.9619 1.6012 -3.5077
H31 -0.4935 3.2883 -3.5587

From a natural (NBO) analysis of the wavefunction, the atomic charges in e read: number 1, Mg, carries 1.7146; number 2, N, carries -0.5311; number 3, C, carries 0.0899; number 4, C, carries -0.2421; number 5, C, carries -0.1927; number 6, C, carries -0.2137; number 7, C, carries -0.1880; number 8, C, carries 0.1639; number 9, N, carries -0.5980; number 10, C, carries 0.4355; number 11, C, carries 0.0558; number 12, C, carries -0.4256; number 13, S, carries 0.5009; number 14, C, carries -0.1198; number 15, N, carries -0.5183; number 16, H, carries 0.4201; number 17, H, carries 0.2167; number 18, H, carries 0.2173; number 19, H, carries 0.2250; number 20, H, carries 0.2529; number 21, H, carries 0.2502; number 22, H, carries 0.2477; number 23, Se, carries -0.7323; number 24, Se, carries -0.4091; number 25, Te, carries 0.2066; number 26, Se, carries -0.8111; number 27, C, carries -0.6119; number 28, C, carries 0.0915; number 29, C, carries -0.6395; number 30, C, carries -0.6171; number 31, N, carries -0.4906; number 32, N, carries -0.7567; number 33, H, carries 0.2132; number 34, H, carries 0.2197; number 35, H, carries 0.2135; number 36, H, carries 0.2178; number 37, H, carries 0.2211; number 38, H, carries 0.2075; number 39, H, carries 0.2150; number 40, H, carries 0.1974; number 41, H, carries 0.2145; number 42, H, carries 0.3667; number 43, H, carries 0.3579; number 44, H, carries 0.3860; number 45, C, carries -0.4121; number 46, N, carries -0.4423; number 47, C, carries -0.2044; number 48, C, carries -0.4160; number 49, C, carries -0.2064; number 50, N, carries -0.4331; number 51, C, carries -0.4293; number 52, C, carries 0.8761; number 53, O, carries -0.8796; number 54, H, carries 0.1768; number 55, H, carries 0.2094; number 56, H, carries 0.2402; number 57, H, carries 0.2079; number 58, H, carries 0.1970; number 59, H, carries 0.2213; number 60, H, carries 0.2033; number 61, H, carries 0.2108; number 62, H, carries 0.2033; number 63, H, carries 0.1843; number 64, H, carries 0.2521; number 65, H, carries 0.2192


[3]
C20H31N5O4 | the ωB97M-V functional and the def2-TZVPD basis

Properties
2S+1	1
SMILES	CN(C[C@@H](O)CNC(=O)c1cnn(CC2CCC2)c1)C(=O)C[C@H]1CCCC(=O)N1
LUMO	0.50	eV
HOMO level	-9.389	eV

Atoms and positions in Å:
C1 -1.1885 -2.0007 -2.2616
N1 -0.3777 -0.8108 -2.4904
C2 -0.1834 0.0698 -1.3414
C3 -1.0653 1.3167 -1.4060
O1 -2.4215 0.9709 -1.6537
C4 -1.0403 2.1091 -0.1089
N2 -1.5494 1.3599 1.0181
C5 -0.7209 0.7208 1.8869
O2 0.4968 0.7676 1.7800
C6 -1.3781 -0.0362 2.9659
C7 -2.7351 -0.2305 3.2955
N3 -2.8672 -1.0067 4.3551
N4 -1.6117 -1.3180 4.7224
C8 -1.4119 -2.1512 5.9004
C9 0.0135 -2.6227 6.0660
C10 1.0917 -1.6349 6.5799
C11 1.6420 -2.7654 7.4738
C12 0.2899 -3.4919 7.3143
C13 -0.6932 -0.7580 3.9224
C14 0.3541 -0.7296 -3.6391
O3 0.2502 -1.5524 -4.5357
C15 1.3361 0.4245 -3.7655
C16 1.6760 0.7253 -5.2281
C17 0.4874 1.3038 -5.9890
C18 0.2485 2.7607 -5.6149
C19 1.4762 3.5865 -5.9776
C20 2.7910 2.9808 -5.5300
O4 3.8007 3.6544 -5.4263
N5 2.8104 1.6388 -5.3021
H1 -1.3199 -2.5228 -3.2035
H2 -0.6931 -2.6646 -1.5482
H3 -2.1575 -1.7194 -1.8502
H4 -0.4458 -0.5004 -0.4510
H5 0.8622 0.3553 -1.2300
H6 -0.7073 1.9814 -2.2033
H7 -2.4639 0.5271 -2.5079
H8 -0.0189 2.4059 0.1243
H9 -1.6467 3.0055 -0.2423
H10 -2.5405 1.2068 1.0801
H11 -3.6238 0.1500 2.8152
H12 -1.7195 -1.5792 6.7793
H13 -2.0881 -3.0022 5.8081
H14 0.3536 -3.1351 5.1631
H15 1.7698 -1.1863 5.8551
H16 0.6360 -0.8372 7.1700
H17 2.4479 -3.3078 6.9799
H18 1.9603 -2.5049 8.4813
H19 -0.3970 -3.2378 8.1240
H20 0.2950 -4.5731 7.1862
H21 0.3658 -0.8879 4.0534
H22 0.9765 1.3281 -3.2757
H23 2.2488 0.1341 -3.2341
H24 1.9620 -0.2148 -5.6988
H25 0.6938 1.2412 -7.0610
H26 -0.3857 0.6803 -5.7971
H27 -0.6307 3.1497 -6.1302
H28 0.0412 2.8515 -4.5443
H29 1.5500 3.6856 -7.0647
H30 1.4419 4.5974 -5.5744
H31 3.7136 1.2933 -5.0136

From a natural (NBO) analysis of the wavefunction, the atomic charges in e read: number 1, C, carries -0.4204; number 2, N, carries -0.4523; number 3, C, carries -0.2465; number 4, C, carries 0.0852; number 5, O, carries -0.7290; number 6, C, carries -0.2420; number 7, N, carries -0.6121; number 8, C, carries 0.6734; number 9, O, carries -0.6458; number 10, C, carries -0.2809; number 11, C, carries -0.0309; number 12, N, carries -0.2617; number 13, N, carries -0.1511; number 14, C, carries -0.2016; number 15, C, carries -0.2323; number 16, C, carries -0.4013; number 17, C, carries -0.3944; number 18, C, carries -0.3895; number 19, C, carries 0.0213; number 20, C, carries 0.6897; number 21, O, carries -0.6397; number 22, C, carries -0.5149; number 23, C, carries -0.0346; number 24, C, carries -0.4082; number 25, C, carries -0.4009; number 26, C, carries -0.5046; number 27, C, carries 0.6781; number 28, O, carries -0.6262; number 29, N, carries -0.6207; number 30, H, carries 0.2451; number 31, H, carries 0.1953; number 32, H, carries 0.2025; number 33, H, carries 0.2233; number 34, H, carries 0.2219; number 35, H, carries 0.1615; number 36, H, carries 0.4778; number 37, H, carries 0.2386; number 38, H, carries 0.2122; number 39, H, carries 0.4037; number 40, H, carries 0.2053; number 41, H, carries 0.2059; number 42, H, carries 0.2213; number 43, H, carries 0.2109; number 44, H, carries 0.2087; number 45, H, carries 0.2036; number 46, H, carries 0.2029; number 47, H, carries 0.2074; number 48, H, carries 0.2002; number 49, H, carries 0.2097; number 50, H, carries 0.2381; number 51, H, carries 0.2150; number 52, H, carries 0.2367; number 53, H, carries 0.2265; number 54, H, carries 0.2131; number 55, H, carries 0.2276; number 56, H, carries 0.2176; number 57, H, carries 0.1900; number 58, H, carries 0.2298; number 59, H, carries 0.2389; number 60, H, carries 0.4029


Computed values of energy above the lowest of the compared OMol25 structures with the same formula, charge and spin (unit: kJ/mol) for the preceding records, in sequence: 0.00 0.00 6.04.